(1)
Molecular formula: C8H11N2O2P
Method: DFT, ωB97M-V with the def2-TZVPD basis set

Summary:
2S+1 = 3
frontier orbital gap (spin up / spin down) = 0.2459 / 0.2178 Ha
electronic energy = -24829.5491 eV

Cartesian coordinates (Å):
C  4.171605  -2.788183  -0.143333
C  0.892307  2.819588  1.435455
C  3.105901  -2.216341  -0.412832
C  0.108920  2.184998  0.723002
C  2.023065  -1.279893  -0.562786
C  -0.790993  1.371546  -0.012693
C  3.075000  0.662138  -1.338280
C  -4.223009  -0.643545  1.283514
N  1.963253  -0.075290  -0.958488
N  -4.084518  -0.218975  -0.099987
O  -1.758105  -1.244384  -0.455684
O  -2.014549  1.520161  -0.081745
P  -2.700498  -0.281389  -1.062048
H  5.088384  -2.960077  0.384851
H  1.501511  3.516812  1.854124
H  1.049625  -1.699321  -0.226908
H  -0.250856  0.526906  -0.408790
H  2.890784  1.597836  -0.881936
H  4.030090  0.328308  -0.933874
H  3.231622  0.705548  -2.388482
H  -3.187390  -0.978654  1.593204
H  -4.336840  0.151331  1.931039
H  -5.049195  -1.361710  1.312530
H  -4.736118  0.362586  -0.549844

Atomic forces in eV per Å
C -2.958 2.153 -0.151
C -2.449 -2.109 -1.956
C 3.877 -0.640 0.643
C -0.229 0.497 0.682
C -2.084 -0.682 0.211
C 6.898 0.606 1.266
C 1.859 0.131 0.733
C 1.692 -1.821 -1.365
N -1.183 -2.065 0.371
N 1.903 -0.305 -1.548
O 0.162 -0.263 -0.519
O -5.137 -0.311 -1.206
P -0.858 0.746 2.898
H -0.092 -0.577 -0.455
H 1.418 1.370 0.923
H 0.519 0.180 -0.301
H -0.111 -0.491 -0.568
H 0.122 1.570 -0.178
H 0.190 -0.470 0.195
H -0.328 0.353 -1.058
H -1.417 -0.601 -0.402
H -0.962 2.042 1.130
H 0.565 -0.112 0.664
H -1.399 0.799 -0.009

---

(2)
Molecular formula: C8H11N2O2S
Method: DFT, ωB97M-V with the def2-TZVPD basis set

Summary:
charge = +1
frontier orbital gap = 0.3276 Ha
ΔE to the lowest compared entry with this formula, charge and spin = 2.817 eV
electronic energy = -26374.3450 eV
SMILES string = CC1(C)S[C@@H]2CC(=O)[N@@+]23NC(=O)[C@@H]13

Cartesian coordinates (Å):
C  0.350754  -1.456110  -1.855496
C  0.295775  -0.329550  -0.857645
C  1.267677  0.814644  -1.289458
S  -1.396809  0.523864  -0.828679
C  -1.907672  -0.096446  0.827160
C  -1.967252  0.890570  2.017411
C  -0.741803  0.397252  2.561021
O  -0.051678  0.402480  3.509104
N  -0.709482  -0.674961  1.502791
N  -0.705429  -2.116921  1.717289
C  0.487807  -2.353460  1.018459
O  1.171713  -3.274348  0.849240
C  0.550838  -0.810983  0.571168
H  1.273304  -2.116939  -1.704486
H  0.415384  -0.939506  -2.839972
H  -0.313851  -2.212911  -1.595896
H  1.092220  1.043957  -2.405308
H  2.309677  0.443179  -1.506713
H  1.237349  1.634153  -0.530710
H  -2.799860  -0.716860  0.986667
H  -2.860737  0.761222  2.676190
H  -1.957931  1.886876  1.663042
H  -1.256797  -2.510195  2.521096
H  1.273934  -0.336551  1.137780

Atomic forces in eV per Å
C 2.923 0.288 -0.042
C 0.542 1.042 0.270
C 0.742 -0.729 -1.337
S -0.010 -0.805 0.982
C -0.461 0.361 0.869
C -2.698 1.826 -0.960
C 1.003 -1.634 2.317
O 0.113 0.527 -0.288
N 0.688 -2.829 -2.616
N -0.652 0.951 1.223
C -0.504 2.253 -0.346
O 0.627 -1.349 -0.136
C -2.301 -1.710 0.456
H -0.400 1.515 -0.314
H -0.691 -1.341 0.349
H -2.269 -0.917 -0.597
H -0.658 0.577 1.915
H -0.720 0.012 1.226
H 0.178 -0.339 -1.218
H 0.532 -0.437 -1.120
H 0.823 0.065 -0.283
H 0.037 1.374 0.067
H 1.119 0.213 -1.034
H 2.036 1.087 0.617

---

(3)
Molecular formula: C8H11N3O
Method: DFT, ωB97M-V with the def2-TZVPD basis set

Summary:
frontier orbital gap = 0.2994 Ha
ΔE to the lowest compared entry with this formula, charge and spin = 1.002 eV
electronic energy = -14990.4454 eV
SMILES string = [H]/N=C(C)/C(C)=c1\[nH]c(=O)[nH]c1=C

Cartesian coordinates (Å):
H  0.377572  -3.401977  -0.027605
N  -0.073514  -2.577789  -0.196041
C  0.705542  -1.590802  -0.217092
C  2.079048  -1.519876  0.332806
C  -0.081471  -0.147303  -0.353407
C  0.839065  1.016358  -0.592431
C  -1.392821  -0.095742  -0.042275
N  -2.175665  -1.238161  -0.004877
C  -3.486782  -0.959759  0.118832
O  -4.418869  -1.735537  0.061893
N  -3.548540  0.433057  0.218440
C  -2.245078  1.007130  0.228944
C  -2.141952  2.296513  0.599734
H  2.251232  -0.490038  0.771576
H  2.263217  -2.382100  1.122815
H  2.724935  -1.788985  -0.515049
H  1.788671  0.766469  -0.028736
H  0.951414  1.185788  -1.673551
H  0.306801  1.906272  -0.217726
H  -1.611383  -2.160538  -0.013380
H  -4.354675  0.930153  0.029788
H  -3.043055  2.794545  0.571796
H  -1.171032  2.751388  0.716030

Atomic forces in eV per Å
H 1.515 -2.926 0.897
N -0.830 0.790 -1.338
C -3.301 3.963 1.253
C 0.993 -1.467 0.957
C 2.353 -2.205 0.318
C -0.786 0.003 0.807
C 1.882 -1.753 -0.522
N 1.597 -1.168 0.460
C -1.178 0.268 -0.579
O 0.144 0.325 0.281
N 1.986 -1.380 0.136
C -2.750 1.805 0.749
C 2.397 -2.032 -1.051
H 0.332 -1.852 -0.424
H -0.537 1.901 -1.460
H 0.509 0.644 0.376
H -1.035 1.386 -1.223
H 0.540 -0.199 0.320
H 0.903 -0.163 -0.008
H -1.157 1.168 -0.329
H -1.754 0.968 -0.195
H -1.523 1.546 0.596
H -0.301 0.380 -0.021

---

(4)
Molecular formula: C8H11N3O2S
Method: DFT, ωB97M-V with the def2-TZVPD basis set

Summary:
2S+1 = 3
frontier orbital gap (spin up / spin down) = 0.1705 / 0.3108 Ha
ΔE to the lowest compared entry with this formula, charge and spin = 0.000 eV
electronic energy = -27867.4420 eV

Cartesian coordinates (Å):
C  0.972657  -1.437952  -1.035574
C  -3.061864  -2.130502  -1.167442
C  1.173228  0.861761  1.341215
C  0.264398  0.584944  0.167642
C  -2.333937  -1.184837  -0.678548
C  0.590042  1.721461  2.389377
C  1.546500  1.248256  -0.106254
C  -1.163903  -1.495077  0.210799
N  2.130005  -0.910532  -1.317127
N  0.051952  -0.789727  -0.269582
N  2.452257  0.319585  -0.724931
O  0.636026  1.578611  3.586079
O  -0.199114  2.685698  1.857951
S  1.762625  3.020891  -0.431221
H  0.737205  -2.515942  -1.292748
H  -3.928753  -1.882092  -1.780746
H  -3.040051  -3.247763  -0.839198
H  1.887889  -0.011619  1.569920
H  -0.748929  1.067063  0.224044
H  -2.513453  -0.081059  -1.006680
H  -1.048375  -2.583364  -0.012875
H  -1.449074  -1.122046  1.252220
H  3.387623  0.661678  -1.099526
H  -0.041334  2.849065  0.882819
H  1.936381  2.793498  -1.719616

Atomic forces in eV per Å
C -5.934 -4.282 0.917
C -2.594 -3.032 -0.291
C 2.259 -2.100 0.516
C -2.882 -2.308 -0.353
C 1.113 3.189 -0.219
C -0.257 0.127 0.254
C 0.210 -0.013 -0.071
C -0.165 1.041 -0.465
N 6.540 4.695 -1.115
N -0.712 1.206 1.111
N 1.372 -0.758 -1.462
O 0.296 -0.137 -0.926
O -0.115 0.949 -0.783
S 0.292 -0.784 0.082
H 0.650 1.519 0.553
H 0.257 -0.152 -0.041
H 0.444 2.115 -0.665
H -1.549 1.495 0.393
H 1.394 0.052 -0.214
H 0.300 -2.027 0.692
H 0.483 0.752 1.331
H 0.881 -1.068 -0.992
H -1.958 -0.527 0.963
H -0.199 -0.200 1.502
H -0.127 0.249 -0.718

---

(5)
Molecular formula: C8H11N3O3
Method: DFT, ωB97M-V with the def2-TZVPD basis set

Summary:
frontier orbital gap = 0.2869 Ha
ΔE to the lowest compared entry with this formula, charge and spin = 4.011 eV
electronic energy = -19082.1181 eV

Cartesian coordinates (Å):
C  3.563191  -0.804464  -0.653539
C  3.025870  -0.741060  0.634318
C  2.779400  -0.494626  -1.700935
C  1.787195  -0.191152  0.854663
C  1.428629  -0.062627  -1.557383
C  0.950010  0.075177  -0.238258
C  -1.420886  0.821852  -0.468089
C  -2.678398  -0.871975  0.130791
N  -2.393661  1.782488  -0.098034
N  -0.293595  0.691728  0.198371
N  -1.623358  -1.790212  0.197465
O  -1.216978  -2.304531  -0.828932
O  -1.029540  -1.995118  1.279978
O  -3.278455  -0.598150  1.333857
H  4.572452  -1.219250  -0.743453
H  3.562478  -1.200070  1.487527
H  3.182701  -0.566939  -2.748755
H  1.445472  -0.086691  1.853604
H  0.955024  0.124340  -2.476511
H  -1.356531  0.774295  -1.522761
H  -3.232405  -0.743541  -0.799805
H  -2.422363  1.842576  0.914581
H  -3.371489  1.696120  -0.452773
H  -0.180658  0.697043  1.211788
H  -2.605521  -0.739954  2.046554

Atomic forces in eV per Å
C 1.061 -1.150 1.720
C 0.562 -0.295 0.681
C -1.289 0.713 -2.518
C 0.376 -0.853 -1.396
C 1.773 -0.578 1.953
C -0.265 1.256 -0.614
C -3.574 -0.157 0.541
C 1.544 0.664 -0.081
N 0.320 0.249 0.612
N 2.976 -0.543 0.674
N -0.280 -0.392 0.116
O 0.193 -0.117 -1.270
O -0.816 0.905 0.292
O 0.474 0.379 0.137
H -0.402 0.266 -0.300
H -0.135 0.715 -0.581
H -0.478 0.049 1.200
H -0.462 0.012 0.730
H -1.203 0.376 -0.588
H 0.251 -0.786 -0.970
H -0.114 -0.881 0.659
H -0.310 0.227 -0.065
H 1.554 -0.316 0.199
H -1.292 0.414 -0.315
H -0.464 -0.157 -0.816